{"formula": "C13H34BF4GeIrN2O2Si3", "method": "ωB97M-V/def2-TZVPD", "e_homo_ev": [-11.14, -11.01], "spin_multiplicity": 2, "fmax_ev_per_a": 3.330, "total_charge": 1, "orbital_gap_ev": [5.738, 5.119], "energy_ha": -4249.6170, "e_above_lowest_kcal_mol": 89.9, "elements": ["Ir", "C", "C", "N", "O", "C", "C", "N", "O", "H", "H", "H", "H", "H", "H", "H", "C", "Si", "C", "C", "Ge", "Si", "C", "C", "C", "Si", "C", "C", "C", "H", "H", "H", "H", "H", "H", "H", "H", "H", "H", "H", "H", "H", "H", "H", "H", "H", "H", "H", "H", "H", "H", "H", "H", "H", "H", "H", "F", "B", "F", "F", "F"], "xyz": [[-0.10513, -1.99130, 0.37906], [3.88657, -3.44760, 1.44856], [2.43537, -3.13670, 1.33996], [1.82097, -2.88810, 0.19166], [2.65417, -2.67590, -0.92094], [1.61657, -3.05380, 2.49696], [2.01137, -3.57070, 3.84076], [0.49517, -2.36870, 2.33506], [-0.39673, -2.19970, 3.20486], [4.34887, -3.44370, 0.46586], [4.02317, -4.42000, 1.92046], [4.37777, -2.70880, 2.07906], [2.23197, -3.09870, -1.68344], [2.86927, -3.01280, 4.21396], [2.27247, -4.62650, 3.80806], [1.17307, -3.41890, 4.51906], [2.97517, 0.79040, -0.97394], [1.42147, 1.39410, -1.90794], [1.44957, 3.29730, -2.05434], [1.17307, 0.51950, -3.58494], [-0.57393, 0.14590, -0.64614], [-0.50543, 1.48860, 1.81406], [-1.83853, 0.71250, 2.91736], [-0.65303, 3.37480, 1.52016], [1.26737, 0.95650, 2.29666], [-2.73373, 1.18140, -1.71424], [-2.25363, 3.01030, -2.04074], [-3.97603, 1.07920, -0.26584], [-2.97603, 0.36760, -3.42054], [3.85537, 0.93760, -1.59604], [2.91247, -0.26920, -0.74154], [3.13417, 1.33610, -0.04884], [2.28237, 3.59030, -2.68724], [1.59657, 3.78490, -1.09664], [0.55067, 3.70420, -2.50134], [2.11517, 0.43620, -4.11874], [0.47947, 1.06170, -4.21964], [0.78057, -0.48380, -3.43534], [-2.85283, 0.93650, 2.59996], [-1.72033, 1.06880, 3.93926], [-1.72383, -0.37120, 2.94296], [-1.68243, 3.67090, 1.34786], [-0.05573, 3.72580, 0.68446], [-0.31103, 3.90740, 2.40286], [1.59307, 0.11290, 1.68856], [1.27497, 0.63080, 3.33306], [1.98707, 1.76280, 2.19416], [-1.67983, 3.46060, -1.23954], [-3.15523, 3.60090, -2.15684], [-1.69173, 3.10900, -2.96294], [-4.01473, 2.01070, 0.29486], [-3.73373, 0.26290, 0.40836], [-4.97113, 0.86360, -0.64644], [-2.23793, 0.72590, -4.13654], [-3.96513, 0.60210, -3.80794], [-2.90893, -0.71310, -3.36304], [-2.48113, -1.90890, 0.33806], [-2.93083, -2.39310, -0.95054], [-3.26473, -3.68290, -0.89144], [-3.90553, -1.55690, -1.38614], [-1.76613, -2.18000, -1.76604]], "forces_ev_per_a": [[-0.57, -3.27, 0.21], [-0.14, -0.22, -0.43], [-0.10, 0.36, -1.73], [-0.27, 1.63, 0.18], [-0.15, -0.17, 0.62], [-0.50, 0.57, 0.70], [-0.24, 0.15, -0.05], [-1.83, 0.51, -0.53], [1.35, -0.03, -0.87], [0.04, -0.06, 0.09], [0.01, -0.04, 0.04], [-0.06, 0.10, 0.09], [-0.22, -0.09, 0.23], [0.08, 0.00, 0.09], [-0.02, -0.05, 0.00], [0.12, -0.10, 0.02], [-0.48, 0.24, -0.56], [-0.03, -0.92, 0.60], [-0.30, -0.74, 0.17], [0.20, 0.35, 0.61], [0.96, 2.58, -0.45], [0.22, 0.21, 0.72], [0.37, 0.07, -0.70], [-0.16, -0.96, -0.22], [-0.64, 0.06, -0.34], [-0.10, 0.06, 0.33], [0.18, -0.93, 0.23], [0.24, -0.13, -0.73], [0.12, -0.06, 0.76], [0.17, 0.05, -0.10], [-0.07, -0.11, -0.02], [-0.06, 0.15, 0.12], [0.23, -0.11, -0.16], [0.04, 0.00, 0.23], [-0.20, 0.02, -0.09], [0.19, 0.02, -0.11], [-0.16, 0.10, -0.08], [-0.03, -0.12, -0.01], [-0.05, 0.14, -0.12], [0.16, 0.20, 0.13], [0.06, 0.01, -0.04], [-0.21, -0.02, -0.05], [0.14, -0.06, -0.14], [0.14, -0.08, 0.32], [0.06, 0.05, -0.02], [-0.14, -0.06, 0.24], [0.02, 0.17, -0.12], [0.12, 0.09, 0.22], [-0.38, 0.02, 0.02], [0.14, -0.04, -0.17], [0.09, 0.17, -0.04], [0.09, -0.04, -0.03], [-0.18, 0.05, -0.08], [0.07, 0.15, 0.07], [-0.18, 0.17, 0.03], [0.01, -0.04, 0.02], [1.27, 0.30, 1.22], [0.03, 0.26, -0.37], [-0.07, -0.78, 0.12], [-0.68, 0.32, -0.17], [1.31, -0.07, 0.12]]}


{"formula": "C3H7NO2", "method": "ωB97M-V/def2-TZVPD", "e_homo_ev": [-0.16, -3.32], "spin_multiplicity": 2, "fmax_ev_per_a": 1.327, "total_charge": -1, "orbital_gap_ev": [4.236, 7.341], "energy_ha": -323.7123, "e_above_lowest_kcal_mol": 12.9, "elements": ["O", "C", "C", "H", "H", "H", "H", "C", "N", "O", "H", "H", "H"], "xyz": [[0.23989, 1.15856, 0.92586], [-0.67993, 1.21266, 0.01638], [-2.16646, 0.89067, 0.30773], [-0.56720, 1.94874, -0.81171], [-2.41614, 0.01624, -0.29567], [-2.26759, 0.63949, 1.37175], [-2.82550, 1.75037, 0.13098], [2.08770, -1.27178, -0.79954], [1.50086, -1.26158, 0.41611], [2.42594, -0.30477, -1.46197], [2.34293, -2.24150, -1.27638], [1.25403, -2.17425, 0.75397], [1.07146, -0.36285, 0.72249]], "forces_ev_per_a": [[0.20, -0.48, 0.50], [-0.72, 0.52, -0.57], [1.26, -0.04, 0.41], [0.09, -0.17, 0.15], [-0.67, 0.09, 0.03], [0.02, -0.15, -0.09], [-0.16, -0.13, -0.32], [0.52, 0.53, -0.66], [0.68, -0.42, -1.02], [-0.14, 0.14, 0.30], [-0.37, -0.47, 0.71], [-0.32, 0.23, 0.28], [-0.40, 0.34, 0.28]]}


{"formula": "C31H62NO", "method": "ωB97M-V/def2-TZVPD", "e_homo_ev": [-7.80, -9.26], "spin_multiplicity": 2, "fmax_ev_per_a": 0.734, "orbital_gap_ev": [8.487, 9.935], "energy_ha": -1348.3022, "elements": ["C", "C", "C", "C", "C", "C", "C", "C", "C", "C", "C", "C", "C", "C", "C", "C", "C", "C", "C", "C", "C", "C", "C", "C", "C", "C", "C", "N", "O", "C", "C", "C", "C", "H", "H", "H", "H", "H", "H", "H", "H", "H", "H", "H", "H", "H", "H", "H", "H", "H", "H", "H", "H", "H", "H", "H", "H", "H", "H", "H", "H", "H", "H", "H", "H", "H", "H", "H", "H", "H", "H", "H", "H", "H", "H", "H", "H", "H", "H", "H", "H", "H", "H", "H", "H", "H", "H", "H", "H", "H", "H", "H", "H", "H", "H"], "xyz": [[4.46640, -2.67092, 2.86623], [5.61938, -3.22465, 2.03057], [5.28123, -3.59438, 0.56447], [6.03240, -2.79651, -0.51418], [5.39210, -1.49381, -1.03328], [4.60258, -0.66186, -0.02881], [4.18080, 0.68850, -0.61198], [3.34206, 1.55259, 0.34962], [3.83854, 3.00043, 0.53061], [2.73949, 4.07037, 0.53342], [2.21511, 4.42402, -0.86679], [1.36004, 5.71068, -0.90094], [-0.15395, 5.50851, -1.08592], [-0.81463, 4.52159, -0.12763], [-2.14909, 3.96034, -0.65951], [-2.15641, 2.44245, -0.77404], [-3.50354, 1.90539, -1.26530], [-3.50432, 0.47057, -1.79322], [-3.32601, -0.70391, -0.79815], [-4.42060, -0.62953, 0.30991], [-4.01317, -0.89177, 1.76886], [-3.75843, 0.40015, 2.55026], [-5.05224, 1.06271, 3.04668], [-1.87058, -0.68654, -0.26377], [-1.08111, -2.00963, -0.29738], [-0.05329, -2.00607, 0.81278], [-0.33093, -2.18566, -1.62465], [-1.98987, -3.16622, -0.07888], [-2.13821, -3.54207, 1.13004], [-3.16527, -3.32517, -0.99342], [-4.32376, -3.91081, -0.19305], [-2.80432, -4.34323, -2.08765], [-3.52693, -1.97436, -1.64286], [4.65583, -2.80944, 3.93219], [3.53672, -3.18765, 2.63184], [4.31172, -1.60422, 2.70262], [5.99233, -4.11825, 2.53529], [6.44853, -2.51081, 2.03252], [5.54011, -4.64514, 0.41608], [4.20021, -3.52615, 0.40383], [7.03826, -2.57697, -0.14264], [6.16410, -3.45462, -1.37678], [4.74809, -1.71550, -1.89120], [6.19371, -0.85431, -1.41886], [5.22981, -0.46870, 0.84985], [3.72202, -1.21128, 0.31084], [3.61930, 0.52240, -1.53759], [5.08996, 1.22869, -0.89681], [3.30813, 1.06442, 1.32868], [2.30492, 1.57278, -0.00191], [4.39136, 3.06369, 1.47093], [4.54355, 3.24053, -0.27237], [3.12330, 4.98546, 0.99491], [1.91201, 3.72337, 1.16256], [1.62434, 3.58977, -1.26065], [3.07991, 4.53650, -1.52749], [1.69813, 6.33383, -1.73245], [1.53564, 6.28163, 0.01690], [-0.35097, 5.18683, -2.11550], [-0.64331, 6.48151, -0.96990], [-0.97747, 5.01056, 0.83810], [-0.13161, 3.69464, 0.07588], [-2.97247, 4.25442, -0.00247], [-2.34224, 4.37617, -1.65431], [-1.93151, 2.02996, 0.21430], [-1.33993, 2.11717, -1.42966], [-4.23577, 2.03518, -0.46346], [-3.84639, 2.55386, -2.07880], [-4.44097, 0.30050, -2.33760], [-2.70308, 0.38832, -2.53782], [-4.89412, 0.35254, 0.27086], [-5.22004, -1.32330, 0.04424], [-3.15396, -1.55903, 1.83560], [-4.83408, -1.42841, 2.25784], [-3.23492, 1.10926, 1.90106], [-3.10993, 0.18335, 3.40173], [-5.91805, 0.69282, 2.49140], [-5.03327, 2.14527, 2.91338], [-5.22532, 0.85829, 4.10345], [-1.28755, 0.00728, -0.87127], [-1.83199, -0.28550, 0.74949], [-0.49973, -1.74279, 1.76960], [0.70805, -1.26080, 0.57342], [0.42497, -2.97782, 0.89299], [-0.94349, -1.97611, -2.49753], [0.05544, -3.20272, -1.71085], [0.51371, -1.49364, -1.64840], [-4.03600, -4.87035, 0.23394], [-4.64091, -3.27122, 0.62572], [-5.16133, -4.07440, -0.87364], [-2.24159, -5.16959, -1.65292], [-2.21427, -3.88766, -2.88209], [-3.71752, -4.73370, -2.54126], [-2.95622, -1.84785, -2.56419], [-4.57762, -2.03425, -1.94366]], "forces_ev_per_a": [[0.04, 0.06, 0.04], [0.01, -0.01, -0.10], [0.02, 0.08, 0.07], [-0.08, 0.03, -0.06], [0.04, 0.03, 0.05], [0.16, 0.13, -0.06], [0.01, -0.07, 0.08], [-0.15, 0.02, -0.06], [-0.06, 0.04, -0.05], [-0.04, -0.16, -0.10], [-0.11, 0.03, 0.20], [-0.13, -0.13, -0.04], [0.16, 0.04, 0.01], [-0.10, 0.02, 0.13], [0.15, 0.00, 0.05], [-0.08, -0.08, 0.21], [0.20, 0.07, -0.01], [-0.12, -0.06, 0.00], [0.09, 0.00, 0.02], [-0.04, -0.11, 0.07], [-0.18, -0.04, 0.04], [-0.04, 0.01, -0.03], [-0.04, 0.04, -0.14], [0.10, 0.25, -0.06], [-0.03, -0.22, -0.16], [0.21, 0.19, 0.17], [-0.03, -0.06, -0.04], [-0.37, 0.63, 0.10], [0.10, -0.27, 0.04], [0.12, -0.20, -0.11], [-0.04, -0.10, 0.04], [0.00, 0.11, -0.03], [-0.06, -0.01, 0.05], [0.02, 0.03, -0.02], [-0.10, -0.04, 0.01], [-0.07, -0.02, -0.08], [0.04, 0.00, -0.04], [-0.01, -0.03, 0.06], [-0.08, 0.01, 0.01], [0.02, 0.00, -0.02], [-0.03, -0.04, 0.02], [0.12, 0.06, -0.02], [-0.04, -0.02, 0.07], [-0.02, -0.08, -0.11], [-0.10, -0.06, 0.06], [-0.03, -0.02, 0.08], [0.08, 0.00, -0.02], [-0.05, 0.00, -0.01], [-0.02, 0.03, -0.02], [0.02, 0.00, 0.01], [0.09, 0.04, -0.07], [0.02, 0.03, 0.07], [0.02, -0.04, -0.01], [-0.01, 0.12, 0.05], [0.10, -0.03, -0.08], [-0.06, 0.02, -0.01], [0.03, 0.09, 0.11], [0.03, 0.00, -0.04], [0.10, -0.05, 0.04], [-0.01, -0.03, -0.16], [0.07, -0.03, -0.02], [0.00, -0.11, -0.05], [-0.05, 0.10, -0.13], [-0.14, 0.09, 0.11], [0.06, -0.06, -0.03], [-0.06, 0.06, -0.08], [-0.03, 0.00, -0.04], [0.01, -0.04, -0.02], [-0.02, 0.05, 0.06], [-0.06, -0.01, -0.05], [0.00, 0.04, 0.04], [0.03, 0.02, -0.11], [-0.02, -0.02, -0.08], [0.07, 0.00, 0.05], [0.15, -0.08, 0.08], [0.07, 0.12, -0.04], [0.01, 0.02, 0.01], [0.02, 0.00, 0.11], [-0.05, -0.03, -0.03], [0.02, 0.02, 0.03], [-0.06, -0.04, -0.03], [0.03, -0.15, 0.02], [0.01, 0.03, 0.04], [0.08, -0.10, 0.08], [-0.05, -0.02, -0.05], [0.04, 0.03, 0.01], [-0.05, -0.01, -0.01], [-0.02, 0.01, -0.01], [0.03, -0.02, 0.01], [-0.02, 0.07, 0.02], [-0.07, -0.05, -0.03], [0.11, -0.06, 0.03], [0.04, -0.01, 0.00], [0.00, -0.08, -0.05], [0.04, 0.04, -0.05]]}


{"formula": "C5H9NS2", "method": "ωB97M-V/def2-TZVPD", "e_homo_ev": -8.24, "spin_multiplicity": 1, "smiles": "C/C=C(/NC=S)SC", "fmax_ev_per_a": 3.917, "orbital_gap_ev": 8.436, "energy_ha": -1046.9690, "e_above_lowest_kcal_mol": 49.8, "elements": ["C", "C", "C", "N", "C", "S", "S", "C", "H", "H", "H", "H", "H", "H", "H", "H", "H"], "xyz": [[-3.16782, -1.27492, 0.10319], [-1.65525, -1.44013, 0.12394], [-0.79964, -0.40842, 0.05641], [0.57302, -0.65972, 0.13532], [1.64376, 0.01303, -0.34545], [3.21110, -0.53077, -0.00056], [-1.23483, 1.18434, -0.55395], [-0.27939, 2.09609, 0.75756], [-3.38231, -0.21099, -0.26368], [-3.46130, -1.58622, 1.21536], [-3.76451, -2.14686, -0.46646], [-1.35372, -2.46106, 0.22565], [0.92693, -1.29598, 0.93262], [1.29376, 0.79122, -1.10283], [0.89107, 2.00025, 0.80200], [-0.73495, 1.91280, 1.72354], [-0.49639, 3.24393, 0.68489]], "forces_ev_per_a": [[-0.74, -1.55, 0.91], [-1.45, 0.81, -0.33], [-0.46, -0.92, -1.37], [2.51, -1.20, 2.76], [-0.05, -0.60, -1.13], [-1.63, 1.12, -0.42], [1.02, 0.71, 1.29], [0.72, 2.76, -0.06], [-0.47, -1.79, 0.95], [0.10, 1.43, -2.07], [1.62, 2.22, 0.67], [0.75, -0.31, 0.25], [-1.13, 0.94, -1.80], [1.04, -0.81, 1.01], [-2.45, -0.13, -0.32], [0.19, -0.66, 0.17], [0.43, -2.02, -0.51]]}